Record 1
Formula: C33H38O31Pd2
Source: the Open Molecules 2025 dataset
Level of theory: ωB97M-V/def2-TZVPD

Structure (XYZ):
```
104
Properties=species:S:1:pos:R:3:forces:R:3
Pd -7.809 3.647 23.599 0.8 1.5 -0.4
Pd -4.712 10.704 21.025 -0.3 -0.4 0.3
C -6.854 7.838 23.560 0.0 -1.6 -0.3
C -7.141 6.469 23.314 0.2 0.3 0.1
C -6.632 5.777 22.028 0.3 2.0 1.6
O -6.617 4.554 22.034 -0.1 -0.7 -0.6
C -6.035 6.625 21.018 -1.1 -2.5 0.5
C -5.781 7.982 21.269 0.7 0.5 -1.1
C -6.186 8.613 22.604 0.2 1.4 -0.1
O -5.922 9.812 22.855 0.4 -0.8 -1.5
O -5.174 8.571 20.357 -0.2 1.1 1.3
O -7.706 5.717 24.157 -0.3 -0.2 -0.2
H -7.018 8.319 24.518 -0.3 -0.3 0.2
H -5.814 6.103 20.093 0.4 0.6 -0.3
C -4.391 8.139 26.469 -0.7 0.5 0.4
C -4.154 9.250 25.481 -0.8 1.7 0.8
O -2.771 9.516 25.545 0.4 -0.5 0.0
C -2.178 8.666 26.423 -0.4 -0.8 -0.4
O -1.014 8.532 26.542 0.2 0.1 0.4
O -3.122 7.873 27.072 0.4 0.3 -1.4
H -4.898 7.350 25.912 0.4 -0.8 0.8
H -5.007 8.561 27.257 -0.3 -0.6 0.0
H -4.685 10.112 25.895 0.1 0.2 -0.5
H -4.545 9.100 24.476 0.7 -0.2 0.0
C -7.596 6.267 17.816 -0.8 -0.3 -0.5
C -7.063 4.886 18.230 0.3 0.6 0.8
O -7.633 4.038 17.236 0.8 -0.5 1.7
C -7.940 4.768 16.169 -1.1 -0.3 -2.2
O -8.270 4.290 15.125 0.2 0.3 0.5
O -7.925 6.077 16.436 0.6 0.2 -0.1
H -6.922 7.116 17.856 0.1 -0.1 0.4
H -8.583 6.435 18.264 0.4 0.3 0.5
H -7.380 4.624 19.243 -0.7 -0.3 -0.3
H -5.979 4.794 18.321 0.1 0.1 -0.9
C -2.118 4.819 18.383 1.2 0.0 -0.6
C -1.441 6.005 17.689 0.6 -0.8 -1.0
O -2.538 6.610 17.007 0.6 0.9 0.3
C -3.650 6.301 17.646 -1.3 0.3 -1.1
O -4.714 6.828 17.440 0.6 -0.2 0.6
O -3.480 5.256 18.459 0.2 -0.1 1.3
H -1.579 4.645 19.315 -0.9 0.0 0.5
H -2.076 3.892 17.812 -0.2 0.2 -0.2
H -0.725 5.736 16.912 -0.1 -0.3 0.1
H -0.885 6.671 18.351 -0.6 0.3 0.2
C -8.021 7.101 29.252 -0.1 -0.8 -0.3
C -7.660 6.235 28.067 1.4 -1.2 0.0
O -7.497 7.143 26.986 0.7 0.4 -0.2
C -7.627 8.421 27.457 0.5 -0.9 1.1
O -7.396 9.387 26.796 0.1 0.2 -0.5
O -8.012 8.421 28.731 4.4 -0.8 0.6
H -7.270 6.936 30.019 -0.3 0.5 0.4
H -9.033 6.813 29.529 0.1 0.5 0.7
H -8.385 5.444 27.873 0.1 0.3 -0.2
H -6.711 5.710 28.224 0.2 0.3 -0.1
C -3.078 4.706 26.360 1.2 0.6 -0.1
C -2.538 3.388 25.831 -0.5 -0.4 0.4
O -3.724 2.816 25.179 0.5 0.0 -0.5
C -4.647 3.736 25.080 -0.7 0.3 1.0
O -5.748 3.570 24.586 -0.3 -0.5 -0.5
O -4.328 4.872 25.688 -0.5 -0.3 -0.2
H -2.462 5.548 26.051 0.1 0.0 0.3
H -3.158 4.689 27.445 -0.5 0.2 -0.1
H -2.289 2.708 26.640 0.2 -0.1 -0.1
H -1.705 3.500 25.143 -0.2 -0.2 -0.3
C -9.017 10.653 23.402 0.3 0.2 -0.6
C -9.440 9.546 24.360 1.9 0.2 0.4
O -10.709 9.932 24.823 0.0 -0.3 -0.7
C -11.204 10.894 23.974 -0.1 -0.1 0.5
O -12.311 11.295 24.012 -0.1 0.0 -0.1
O -10.237 11.313 23.136 -0.1 0.4 -0.3
H -8.588 10.341 22.446 -0.3 -0.4 0.0
H -8.260 11.337 23.793 -0.4 0.1 0.4
H -8.711 9.532 25.175 -0.5 0.0 0.2
H -9.353 8.565 23.880 -0.9 -0.1 -0.1
C -10.724 3.292 19.161 -0.9 -1.6 -0.9
C -11.957 3.381 20.052 -0.1 0.8 -0.4
O -11.357 3.873 21.270 -0.5 0.2 0.9
C -10.100 4.179 21.092 0.1 -1.7 1.3
O -9.334 4.378 22.042 -0.2 0.5 -0.4
O -9.720 4.033 19.854 0.7 0.5 -0.5
H -10.854 3.580 18.121 0.1 0.6 0.2
H -10.455 2.233 19.119 0.6 0.2 0.1
H -12.420 2.418 20.245 0.1 0.0 0.1
H -12.712 4.094 19.723 0.1 0.0 0.1
C -5.174 2.233 20.651 1.0 -2.8 0.5
C -5.079 0.738 20.215 -0.5 -0.4 0.7
O -4.478 0.774 18.944 0.0 -0.1 -0.1
C -4.372 2.038 18.510 0.2 -0.6 0.0
O -3.979 2.351 17.440 0.0 0.4 0.0
O -4.737 2.901 19.497 -0.8 1.2 0.2
H -4.438 2.296 21.455 0.0 0.8 0.0
H -6.162 2.394 21.079 -0.1 0.8 -0.8
H -6.030 0.204 20.158 -0.1 0.3 -0.3
H -4.488 0.153 20.923 0.3 0.1 -0.3
C -11.734 7.027 26.098 0.0 0.3 0.2
C -10.684 6.014 26.635 -1.8 1.6 -0.6
O -9.825 6.863 27.387 -1.1 -0.5 -0.6
C -10.385 8.083 27.578 -1.5 0.8 0.3
O -9.895 8.942 28.229 -3.7 0.6 -1.1
O -11.582 8.140 26.978 -0.2 -0.2 0.1
H -12.744 6.632 26.168 0.0 0.1 0.0
H -11.566 7.439 25.103 0.2 -0.4 -0.2
H -10.231 5.578 25.753 0.7 -0.5 0.4
H -11.248 5.354 27.289 0.6 -0.5 0.1
```
Positions in Å, forces in eV/Å.

The total charge is +2. The value obtained for the HOMO energy (alpha / beta) is -13.8732 / -13.8729 eV. The HOMO-LUMO gap (alpha / beta) is 5.8 / 4.1 eV. The calculation puts the total energy at -105245.7302 eV. Its spin multiplicity is 5.



Record 2
Formula: C33H39FN4P2Ru
Source: the Open Molecules 2025 dataset
Level of theory: ωB97M-V/def2-TZVPD

Structure (XYZ):
```
80
Properties=species:S:1:pos:R:3:forces:R:3
Ru 0.218 -1.957 0.989 0.6 0.2 2.7
C -0.870 3.395 3.746 -0.4 -1.0 -0.3
C -1.353 2.358 3.000 -0.4 1.8 0.9
C -1.180 2.171 1.530 0.8 -1.3 -0.5
C -0.138 1.098 1.164 0.2 0.5 -1.1
C 1.155 1.160 1.884 1.1 -0.4 0.5
C 1.721 2.111 2.664 -0.6 -1.5 -1.4
C 1.383 3.556 2.558 -0.1 -0.1 0.8
C 0.526 3.951 3.756 -0.4 1.1 -0.6
C 1.871 -2.660 1.913 0.8 -0.9 1.5
H -1.517 3.833 4.507 0.3 -0.9 0.6
H -2.114 1.719 3.449 -0.4 0.6 -0.2
H -0.915 3.093 0.982 -0.2 -0.4 0.4
H -2.129 1.813 1.113 -0.1 0.3 0.1
H -0.469 0.001 1.311 -0.4 1.2 0.2
H 0.064 1.174 0.086 -0.2 0.1 0.0
H 1.568 0.154 1.731 0.6 0.4 1.1
H 2.454 1.811 3.423 0.2 0.2 -0.6
H 0.904 3.777 1.601 0.2 0.1 0.2
H 2.339 4.078 2.633 -0.1 0.2 -0.2
H 0.990 3.517 4.653 -0.1 0.2 0.0
H 0.528 5.045 3.900 0.0 -0.4 0.0
H 2.028 -2.398 2.975 -0.2 0.1 -0.7
H 2.863 -2.676 1.463 -0.1 0.2 -0.5
H 1.537 -3.709 1.992 -0.1 -0.1 -0.2
P 1.365 -1.526 -0.820 1.3 1.1 -3.7
P -2.241 -0.250 -1.211 -0.1 3.1 -2.4
N 2.858 -0.169 -1.277 0.5 -0.5 0.8
N 2.013 -2.616 -2.051 -0.3 0.5 0.9
N -2.166 1.283 -2.324 -0.6 -0.6 1.2
N -3.633 -0.868 -2.125 -1.1 -1.2 -0.7
C 0.353 -0.524 -1.957 0.3 0.2 -0.3
C -0.995 -1.190 -2.130 -0.4 -0.2 -0.2
C 4.149 -0.322 -0.817 -1.8 -0.1 -0.2
C 5.020 0.552 -1.494 -0.3 1.6 -1.9
C 4.233 1.254 -2.440 1.9 -0.7 1.2
C 2.923 0.791 -2.277 -0.5 -0.9 0.7
C 2.680 -3.788 -1.697 0.0 -0.5 -1.0
C 3.075 -4.431 -2.862 -0.1 0.3 0.9
C 2.691 -3.615 -3.971 -0.5 1.0 1.1
C 2.065 -2.490 -3.449 0.3 -0.8 -0.2
C -3.188 2.236 -2.251 0.8 0.6 -1.1
C -2.978 3.226 -3.216 0.3 -0.9 0.6
C -1.746 2.922 -3.880 -0.3 -1.8 1.3
C -1.298 1.709 -3.328 -0.1 1.0 -0.6
C -4.412 -0.403 -3.191 1.7 0.7 1.5
C -5.186 -1.437 -3.684 -0.6 -3.1 0.6
C -4.881 -2.599 -2.905 -1.6 0.9 -2.2
C -3.933 -2.229 -1.978 0.8 1.8 0.5
H 0.805 -0.413 -2.943 0.0 -0.2 0.3
H 0.289 0.500 -1.575 -0.1 -0.3 0.1
H -1.263 -1.257 -3.194 0.0 -0.2 0.3
H -1.007 -2.191 -1.665 0.1 0.0 -0.4
H 4.362 -1.049 -0.051 0.1 0.0 0.1
H 6.087 0.661 -1.350 -0.2 -0.1 0.1
H 4.560 1.992 -3.168 -0.1 -0.2 0.3
H 2.066 1.099 -2.853 0.0 0.0 0.2
H 2.771 -4.037 -0.647 0.0 -0.2 -0.2
H 3.579 -5.388 -2.914 -0.1 0.2 0.0
H 2.841 -3.822 -5.020 0.0 0.0 0.1
H 1.640 -1.647 -3.982 0.1 -0.3 0.2
H -3.995 2.112 -1.569 -0.4 0.0 0.5
H -3.631 4.062 -3.434 0.1 -0.1 0.2
H -1.248 3.480 -4.656 -0.1 0.0 0.0
H -0.420 1.153 -3.613 -0.1 0.0 0.1
H -4.371 0.626 -3.534 0.2 -0.1 0.2
H -5.884 -1.364 -4.516 0.2 0.0 0.3
H -5.307 -3.588 -3.014 0.0 0.2 0.0
H -3.410 -2.806 -1.221 -0.3 -0.1 -0.1
F -1.400 0.190 6.969 0.6 -1.0 -1.2
C -0.949 -0.454 5.832 -0.6 0.4 0.1
C 0.320 -0.182 5.349 0.2 -0.6 -0.6
C 0.712 -0.750 4.114 -0.2 0.5 0.5
C -0.172 -1.467 3.291 0.6 0.0 -0.5
C -1.378 -1.817 3.874 -1.0 0.1 0.4
C -1.791 -1.325 5.145 0.4 0.0 -0.5
H 0.998 0.440 5.929 -0.1 -0.1 -0.1
H 1.747 -0.599 3.818 -0.2 0.2 0.0
H -2.038 -2.496 3.327 -0.1 0.3 0.3
H -2.748 -1.598 5.582 0.1 0.0 -0.2
```
Positions in Å, forces in eV/Å.

The total charge is +2. The value obtained for the HOMO energy (alpha / beta) is -12.3002 / -12.3167 eV. The HOMO-LUMO gap (alpha / beta) is 5.9 / 2.7 eV. The calculation puts the total energy at -64664.7048 eV. Its spin multiplicity is 5. The energy relative to the best compared isomer or geometry (same formula, charge and spin) comes out at 3.824 eV.